[1]
Formula: CHN3O3
Source: the Open Molecules 2025 dataset
Level of theory: ωB97M-V/def2-TZVPD

Results
E_tot	-428.42685	Eh
frontier orbital gap	9.04	eV
energy relative to the best compared isomer or geometry (same formula, charge and spin)	361.4	kJ/mol
M	103.04	Da

Each line ends with the Löwdin charge.
Geometry (Å):
C1 -0.2031 -0.8730 -0.3748  -0.547
H1 0.5737 -0.2892 2.3346  0.363
N1 0.4765 0.3521 0.0073  -0.063
N2 -0.1724 1.3857 -0.5866  0.025
N3 -0.9074 1.0553 -1.3827  0.063
O1 1.2437 0.6458 1.2854  -0.101
O2 -1.0195 -0.3424 -1.2851  0.069
O3 0.0084 -1.9344 0.0018  0.191

Atoms 1-6, force components in eV/Å:
C 1.000 6.218 -0.366
H 2.160 3.157 -3.686
N 1.133 0.312 2.923
N 7.302 3.972 7.060
N -5.832 -2.435 -5.409
O -4.319 -4.037 0.075

[2]
Formula: C53H72ClFN20O4
Source: the Open Molecules 2025 dataset
Level of theory: ωB97M-V/def2-TZVPD

Results
E_tot	-4018.51540	Eh
frontier orbital gap	7.55	eV
M	1107.75	Da

Each line ends with the Löwdin charge.
Geometry (Å):
C1 5.5364 1.8492 -0.9171  -0.126
C2 4.8719 1.8771 -2.3164  -0.240
C3 3.5263 1.0441 -2.4012  -0.139
N1 3.2116 0.5252 -1.0258  0.040
C4 1.8479 0.5169 -0.7339  -0.139
C5 1.0848 1.7202 -0.7120  -0.012
C6 -0.3102 1.7236 -0.4197  -0.069
C7 -0.9647 0.5321 -0.1088  0.037
C8 -0.2045 -0.6456 -0.1255  -0.206
F1 -0.8926 -1.7887 0.1569  0.044
C9 1.1658 -0.7008 -0.4046  -0.113
C10 1.8398 -2.0735 -0.3722  -0.589
Cl1 3.2769 -2.1460 0.7088  0.660
C11 2.0925 -2.5818 -1.8397  -0.222
C12 3.5783 -2.7916 -2.2444  -0.127
C13 -1.0873 3.0348 -0.4493  -0.249
O1 -1.9991 3.2512 0.3123  0.002
C14 -0.5830 4.0400 -1.4893  -0.081
C15 -1.5464 4.9618 -2.2512  -0.128
O2 -2.9045 4.8273 -1.8082  -0.132
N2 -3.7726 4.5691 -2.8819  -0.008
O3 -4.0766 3.4388 -2.9007  0.056
C16 0.7276 4.0533 -1.7215  0.067
C17 1.6794 3.1016 -0.9914  -0.307
O4 2.8000 3.4284 -0.6965  0.115
H1 4.9300 2.3027 -0.1223  0.055
H2 6.4627 2.4585 -0.9843  0.071
H3 5.8541 0.8371 -0.6114  0.069
H4 4.7349 2.9194 -2.6555  0.091
H5 5.5978 1.4119 -2.9998  0.054
H6 3.7436 0.1766 -3.0495  0.102
H7 2.6991 1.6351 -2.8133  0.112
H8 3.6045 -0.4084 -1.0099  0.042
H9 -2.0372 0.4910 0.1058  0.126
H10 1.0990 -2.7562 0.0698  0.091
H11 1.5465 -1.9389 -2.5535  0.108
H12 1.6055 -3.5726 -1.9283  0.108
H13 4.2803 -2.0492 -1.8409  0.043
H14 3.6194 -2.6892 -3.3469  0.048
H15 3.8992 -3.8182 -2.0214  0.076
H16 -1.2267 6.0164 -2.2311  0.133
H17 -1.5069 4.6354 -3.3155  0.080
H18 1.1978 4.7193 -2.4554  0.136
C18 -1.6980 0.6498 3.7426  -0.066
C19 -0.2790 0.4548 3.4217  -0.261
N3 0.8276 0.3026 3.1558  0.153
H19 -1.7969 1.2888 4.6183  0.049
H20 -2.2060 1.1203 2.8997  0.067
H21 -2.1655 -0.3074 3.9505  0.033
C20 6.7531 -2.3603 3.0302  -0.079
C21 6.9228 -2.7546 1.6265  -0.291
N4 7.0469 -3.0591 0.5261  0.125
H22 6.4220 -3.2127 3.6158  0.030
H23 7.6997 -2.0004 3.4304  0.081
H24 6.0104 -1.5659 3.1020  0.078
C22 6.9365 -4.6428 6.8513  -0.094
C23 7.1065 -5.0307 5.4457  -0.268
N5 7.2398 -5.3335 4.3453  0.139
H25 6.6059 -5.4955 7.4296  0.034
H26 7.8814 -4.2861 7.2535  0.075
H27 6.1923 -3.8493 6.9271  0.081
C24 4.1542 -2.9726 -7.0160  -0.083
C25 3.2251 -2.1455 -6.2345  -0.272
N6 2.4986 -1.4989 -5.6234  0.129
H28 3.7838 -3.0827 -8.0342  0.074
H29 5.1351 -2.5000 -7.0434  0.087
H30 4.2474 -3.9578 -6.5641  0.023
C26 -5.2954 -1.8851 3.2161  -0.055
C27 -4.4914 -1.5164 4.3886  -0.267
N7 -3.8601 -1.2281 5.3039  0.133
H31 -5.1012 -1.1890 2.4015  0.079
H32 -5.0370 -2.8920 2.8934  0.086
H33 -6.3537 -1.8519 3.4691  0.083
C28 6.9829 -7.8955 10.2500  -0.067
C29 7.7072 -7.2595 9.1411  -0.246
N8 8.2750 -6.7627 8.2745  0.144
H34 6.4672 -8.7854 9.8942  0.072
H35 7.6822 -8.1801 11.0339  0.076
H36 6.2514 -7.2022 10.6615  0.085
C30 -6.5365 2.5780 -0.6090  -0.058
C31 -7.8194 2.0536 -0.1320  -0.250
N9 -8.8279 1.6527 0.2465  0.133
H37 -6.6568 3.6123 -0.9206  0.032
H38 -5.7952 2.5283 0.1884  0.088
H39 -6.1863 1.9910 -1.4566  0.080
C32 -1.2719 1.6877 7.5079  -0.077
C33 -0.4715 2.0477 8.6857  -0.276
N10 0.1532 2.3291 9.6067  0.125
H40 -1.0748 2.3896 6.6985  0.056
H41 -1.0152 0.6822 7.1779  0.083
H42 -2.3316 1.7200 7.7569  0.083
C34 -3.2011 2.2191 -5.9410  -0.062
C35 -2.0222 3.0347 -5.6247  -0.263
N11 -1.0991 3.6722 -5.3775  0.140
H43 -3.3105 2.1320 -7.0207  0.082
H44 -3.0871 1.2248 -5.5123  0.087
H45 -4.0936 2.6861 -5.5274  0.070
C36 5.8173 4.0049 -5.9724  -0.073
C37 5.7488 2.5890 -5.5852  -0.259
N12 5.6952 1.4837 -5.2785  0.141
H46 5.6811 4.1028 -7.0455  0.039
H47 5.0359 4.5660 -5.4625  0.084
H48 6.7867 4.4172 -5.6995  0.083
C38 8.3963 -11.9830 11.3752  -0.065
C39 7.1037 -11.3709 11.7125  -0.282
N13 6.0925 -10.8940 11.9758  0.130
H49 8.2765 -12.6545 10.5269  0.083
H50 9.1166 -11.2083 11.1174  0.079
H51 8.7704 -12.5481 12.2270  0.082
C40 3.2094 -6.5071 -9.2534  -0.058
C41 4.0670 -6.1453 -8.1174  -0.252
N14 4.7369 -5.8624 -7.2287  0.141
H52 3.3628 -5.8046 -10.0709  0.081
H53 3.4543 -7.5110 -9.5956  0.082
H54 2.1641 -6.4788 -8.9502  0.084
C42 -9.5345 0.2156 -2.6739  -0.079
C43 -9.3412 -1.1283 -3.2355  -0.282
N15 -9.1901 -2.1800 -3.6716  0.122
H55 -8.6702 0.8388 -2.8967  0.074
H56 -10.4227 0.6737 -3.1063  0.087
H57 -9.6565 0.1529 -1.5948  0.030
C44 -8.0275 7.1732 -1.1959  -0.054
C45 -7.6183 6.0049 -1.9862  -0.254
N16 -7.2991 5.0895 -2.6031  0.135
H58 -8.8932 7.6452 -1.6567  0.086
H59 -8.2882 6.8629 -0.1851  0.075
H60 -7.2108 7.8917 -1.1503  0.084
C46 -11.9321 -1.2392 -0.0883  -0.080
C47 -13.2197 -1.7497 0.4005  -0.280
N17 -14.2262 -2.1481 0.7829  0.123
H61 -12.0411 -0.2031 -0.4052  0.077
H62 -11.1880 -1.2914 0.7047  0.080
H63 -11.5935 -1.8374 -0.9338  0.075
C48 -9.9272 3.7073 3.0152  -0.074
C49 -10.5173 4.8231 2.2645  -0.282
N18 -10.9789 5.6952 1.6766  0.117
H64 -8.9403 3.9895 3.3786  0.079
H65 -10.5589 3.4532 3.8648  0.081
H66 -9.8319 2.8364 2.3675  0.044
C50 -2.5002 4.5005 4.7535  -0.061
C51 -2.4751 4.1758 3.3184  -0.200
N19 -2.4553 3.9188 2.1941  0.162
H67 -2.7880 3.6206 5.3278  0.060
H68 -1.5131 4.8292 5.0758  0.085
H69 -3.2185 5.2970 4.9398  0.081
C52 5.6270 5.2648 -10.6962  -0.064
C53 5.9503 5.8108 -9.3715  -0.266
N20 6.2028 6.2379 -8.3358  0.138
H70 5.2909 4.2338 -10.5987  0.081
H71 4.8366 5.8554 -11.1559  0.082
H72 6.5097 5.2933 -11.3325  0.082

Atoms 1-6, force components in eV/Å:
C 0.494 0.616 -0.171
C 0.017 -0.512 0.270
C 1.780 0.510 0.644
N -1.174 -0.212 -1.455
C -0.797 -0.139 0.733
C -0.323 0.451 -0.124

[3]
Formula: C32H54NO21S5V
Source: the Open Molecules 2025 dataset
Level of theory: ωB97M-V/def2-TZVPD

Results
E_tot	-5821.16612	Eh
frontier orbital gap	7.82	eV
M	1000.05	Da

Each line ends with the Löwdin charge.
Geometry (Å):
O1 -0.0833 1.5645 -0.2623  -0.338
V1 0.1146 -0.0041 0.2170  0.905
O2 1.6494 -0.3845 0.1644  -0.266
N1 -1.1224 0.1014 3.2854  -0.610
O3 -2.0672 0.8021 3.0002  0.001
O4 -0.9536 -0.3228 4.4462  0.022
O5 -0.3067 -0.1612 2.4296  -0.077
C1 3.0284 1.3198 3.6850  -0.185
C2 4.0100 2.4401 3.4521  -0.145
O6 5.0071 1.7417 2.6651  -0.213
S1 4.3413 0.8206 1.5171  0.693
O7 5.1880 -0.3345 1.2903  -0.235
O8 3.9293 1.6259 0.3961  -0.253
O9 2.9823 0.5331 2.4963  -0.218
H1 2.0518 1.7826 3.8275  0.088
H2 3.1790 0.7753 4.6172  0.140
H3 4.4809 2.8084 4.3635  0.139
H4 3.5772 3.2892 2.9230  0.117
O10 1.3478 4.4690 3.9086  -0.311
S2 0.0982 3.7801 4.2959  0.754
O11 0.0559 2.4611 4.9876  -0.290
O12 -0.7070 4.8551 5.3341  -0.250
C3 -0.7046 6.1909 4.9484  -0.361
C4 -1.9577 6.8561 5.3399  -0.076
C5 -1.0593 3.8268 2.8351  -0.089
H5 -0.5263 6.1648 3.8734  0.095
H6 0.0468 6.7961 5.4556  0.126
H7 -2.1689 6.8414 6.4092  0.089
H8 -2.7669 6.2916 4.8766  0.079
H9 -1.9856 7.8663 4.9316  0.088
H10 -0.7095 3.0656 2.1378  0.047
H11 -0.9651 4.7874 2.3288  0.062
H12 -2.0835 3.5958 3.1282  0.071
O13 0.1135 -0.7145 -1.8315  -0.359
S3 -0.3367 -0.7431 -3.2352  0.793
O14 -1.2366 -1.7822 -3.7641  -0.266
O15 -0.9949 0.7804 -3.5756  -0.288
C6 -1.7019 0.9762 -4.7943  -0.245
C7 -2.4922 2.3312 -4.6257  -0.048
C8 1.1542 -0.5035 -4.3758  -0.043
H13 -2.3786 0.1625 -5.0552  0.107
H14 -0.9787 1.0287 -5.6082  0.107
H15 -3.4914 2.2270 -5.0486  0.067
H16 -2.0454 3.1653 -5.1668  0.057
H17 -2.6075 2.8162 -3.6564  0.069
H18 0.7760 -0.5790 -5.3953  0.064
H19 1.7876 -1.3875 -4.3028  0.052
H20 1.6935 0.4384 -4.2748  0.071
O16 -4.4436 -0.3370 0.8136  -0.267
S4 -3.4005 0.2015 -0.0607  0.738
O17 -2.0734 -0.3513 0.0789  -0.358
O18 -3.9367 -0.0996 -1.6814  -0.277
C9 -5.1633 0.5591 -2.1033  -0.273
C10 -5.7643 -0.2708 -3.2702  -0.036
C11 -3.4653 2.0221 -0.0748  -0.079
H21 -4.9277 1.5524 -2.4853  0.100
H22 -5.7535 0.6353 -1.1901  0.108
H23 -6.6837 0.1647 -3.6613  0.082
H24 -5.9748 -1.2686 -2.8853  0.073
H25 -4.9643 -0.2565 -4.0104  0.071
H26 -3.4611 2.2490 0.9913  0.066
H27 -4.4111 2.4659 -0.3855  0.072
H28 -2.6256 2.4263 -0.6402  0.071
O19 -0.6854 -4.7920 0.5412  -0.291
S5 -1.1947 -3.4021 0.5221  0.750
O20 -0.1651 -2.3721 0.2193  -0.354
O21 -2.4179 -3.2583 -0.5995  -0.261
C12 -3.4622 -4.2091 -0.6183  -0.242
C13 -4.8725 -3.5986 -0.1189  -0.031
C14 -2.0850 -3.1637 2.1299  -0.039
H29 -3.1841 -5.0713 -0.0122  0.103
H30 -3.5838 -4.6402 -1.6120  0.119
H31 -5.7024 -4.2879 0.0367  0.072
H32 -5.2525 -2.8397 -0.8027  0.055
H33 -4.6738 -3.2120 0.8807  0.051
H34 -2.8524 -3.9344 2.0574  0.064
H35 -2.3935 -2.1244 2.0166  0.051
H36 -1.3490 -3.3632 2.9088  0.080
C15 3.6396 -5.1146 3.1940  -0.068
C16 2.9218 -5.1758 4.3873  -0.105
C17 2.0519 -4.1865 4.7479  -0.111
C18 1.8215 -3.1935 3.8501  -0.087
C19 2.5540 -3.1281 2.6801  -0.108
C20 3.4641 -4.0401 2.3325  -0.098
H37 4.3421 -5.8996 2.9558  0.098
H38 3.0365 -5.9724 5.1075  0.097
H39 1.6344 -4.2516 5.7418  0.105
H40 1.3085 -2.3022 4.1799  0.101
H41 2.3762 -2.2157 2.1303  0.094
H42 4.0213 -3.8578 1.4255  0.106
C21 1.9498 3.3507 -2.8295  -0.065
C22 0.9790 3.4994 -3.7882  -0.130
C23 1.1641 3.6222 -5.1344  -0.113
C24 2.4627 3.6264 -5.5372  -0.116
C25 3.5404 3.4646 -4.6618  -0.078
C26 3.2809 3.3112 -3.2914  -0.063
H43 1.7597 3.2874 -1.7682  0.101
H44 -0.0291 3.5461 -3.4034  0.092
H45 0.3252 3.7012 -5.8099  0.099
H46 2.6632 3.8115 -6.5822  0.099
H47 4.5485 3.5714 -5.0344  0.098
H48 4.0638 3.1687 -2.5613  0.100
C27 2.6062 -4.0292 -0.8039  -0.117
C28 2.9947 -3.0554 -1.6524  -0.077
C29 3.6502 -3.3686 -2.8599  -0.090
C30 3.9129 -4.7090 -3.1514  -0.098
C31 3.5094 -5.7166 -2.2635  -0.083
C32 2.8632 -5.3478 -1.0898  -0.083
H49 1.9316 -3.8260 0.0146  0.079
H50 2.7220 -2.0133 -1.5751  0.088
H51 3.8727 -2.6693 -3.6523  0.088
H52 4.5871 -4.8534 -3.9826  0.092
H53 3.7076 -6.7658 -2.4256  0.095
H54 2.5043 -6.1541 -0.4673  0.108

Atoms 1-6, force components in eV/Å:
O 0.605 -2.808 1.247
V 0.621 1.747 -0.245
O -1.395 0.884 0.472
N -1.668 0.319 4.280
O -1.887 1.231 -0.623
O 0.014 -0.039 -1.227

[4]
Formula: C17H28N2O2
Source: the Open Molecules 2025 dataset
Level of theory: ωB97M-V/def2-TZVPD

Results
SMILES	CCCCCCCCCCCC(=O)N/N=C/c1ccco1
E_tot	-924.53007	Eh
frontier orbital gap	8.71	eV
energy relative to the best compared isomer or geometry (same formula, charge and spin)	293.9	kJ/mol
M	292.42	Da

Each line ends with the Löwdin charge.
Geometry (Å):
C1 -5.3548 -3.8567 -0.0404  -0.119
C2 -4.6352 -2.5165 -0.1314  -0.277
C3 -5.6041 -1.3790 -0.4475  -0.232
C4 -4.9120 -0.0315 -0.6550  -0.220
C5 -4.2716 0.5152 0.6195  -0.219
C6 -3.7975 1.9625 0.4805  -0.217
C7 -2.7263 2.1900 -0.5888  -0.214
C8 -1.4545 1.3554 -0.4253  -0.215
C9 -0.7147 1.6348 0.8815  -0.211
C10 0.5915 0.8525 1.0107  -0.202
C11 1.6830 1.3428 0.0625  -0.122
C12 2.9988 0.6255 0.3217  -0.457
O1 3.1465 -0.2416 1.1511  0.080
N1 3.9964 1.0840 -0.5004  0.026
N2 5.3000 0.7325 -0.6019  0.070
C13 5.8334 -0.1749 0.1230  -0.064
C14 7.2237 -0.4794 -0.0533  -0.261
C15 8.1809 0.0386 -0.8969  -0.015
C16 9.3725 -0.6569 -0.6146  -0.063
C17 9.0625 -1.5451 0.3743  -0.121
O2 7.7739 -1.4460 0.7185  0.049
H1 -6.1109 -3.8303 0.7415  0.071
H2 -5.8464 -4.0920 -0.9821  0.070
H3 -4.6524 -4.6549 0.1888  0.066
H4 -4.1304 -2.3189 0.8155  0.101
H5 -3.8729 -2.5674 -0.9127  0.110
H6 -6.3325 -1.2909 0.3624  0.113
H7 -6.1542 -1.6330 -1.3575  0.110
H8 -4.1542 -0.1406 -1.4331  0.107
H9 -5.6524 0.6898 -1.0111  0.114
H10 -3.4328 -0.1156 0.9135  0.097
H11 -5.0086 0.4757 1.4260  0.116
H12 -4.6573 2.5913 0.2338  0.109
H13 -3.4186 2.3005 1.4471  0.101
H14 -2.4535 3.2488 -0.5741  0.110
H15 -3.1542 1.9806 -1.5713  0.102
H16 -1.6986 0.2934 -0.4803  0.108
H17 -0.7995 1.5832 -1.2694  0.104
H18 -0.5067 2.7052 0.9588  0.117
H19 -1.3571 1.3618 1.7195  0.106
H20 0.9656 0.9407 2.0325  0.117
H21 0.4084 -0.2071 0.8249  0.121
H22 1.8381 2.4168 0.1961  0.127
H23 1.3977 1.1686 -0.9773  0.117
H24 3.7681 1.8169 -1.1602  0.142
H25 5.3124 -0.7516 0.8821  0.120
H26 8.0272 0.8154 -1.6159  0.107
H27 10.3279 -0.5202 -1.0783  0.100
H28 9.6555 -2.2724 0.8933  0.119

Atoms 1-6, force components in eV/Å:
C 0.214 0.133 0.015
C -0.333 -0.019 0.001
C 0.352 0.058 -0.138
C -0.123 -0.130 0.297
C -0.053 0.240 -0.230
C 0.108 -0.109 -0.024

Copy entry 1 word for word.
Formula: CHN3O3
Source: the Open Molecules 2025 dataset
Level of theory: ωB97M-V/def2-TZVPD

Results
E_tot	-428.42685	Eh
frontier orbital gap	9.04	eV
energy relative to the best compared isomer or geometry (same formula, charge and spin)	361.4	kJ/mol
M	103.04	Da

Each line ends with the Löwdin charge.
Geometry (Å):
C1 -0.2031 -0.8730 -0.3748  -0.547
H1 0.5737 -0.2892 2.3346  0.363
N1 0.4765 0.3521 0.0073  -0.063
N2 -0.1724 1.3857 -0.5866  0.025
N3 -0.9074 1.0553 -1.3827  0.063
O1 1.2437 0.6458 1.2854  -0.101
O2 -1.0195 -0.3424 -1.2851  0.069
O3 0.0084 -1.9344 0.0018  0.191

Atoms 1-6, force components in eV/Å:
C 1.000 6.218 -0.366
H 2.160 3.157 -3.686
N 1.133 0.312 2.923
N 7.302 3.972 7.060
N -5.832 -2.435 -5.409
O -4.319 -4.037 0.075

Question: Look up the M of the fourth one.
Answer: 292.42 Da

Question: The lowest M belongs to which entry?
Answer: CHN3O3

Question: Among the records above, which one has the lowest frontier orbital gap?
Answer: C53H72ClFN20O4